Entry 1:
This record from OMol25 describes 13 unconnected molecules or ions with the total composition C4H35N2O12S. The level of theory is ωB97M-V/def2-TZVPD.

```
54
Properties=species:S:1:pos:R:3:forces:R:3
N -0.0019 1.8082 -1.0591 -0.17 0.32 0.04
C -0.0562 0.3630 -1.4155 -0.49 1.91 0.34
C -1.4098 0.1531 -2.1196 0.26 0.65 -0.24
S -1.1486 -0.2114 -3.8942 -0.44 0.03 -0.13
C 0.0639 -0.5821 -0.2463 1.67 -0.45 -0.65
N 1.3320 -0.2172 0.4347 -0.33 -0.33 1.49
C 1.1530 -0.3431 1.9011 0.30 -0.31 0.08
H 0.9287 2.1807 -0.8190 -0.93 -0.58 -0.09
H -0.7673 2.1325 -0.4670 0.47 -0.32 0.06
H 0.8752 0.3381 -2.0005 -0.81 -1.05 -0.27
H -1.9966 -0.6253 -1.6387 0.00 -0.09 -0.16
H -2.0143 1.1013 -1.9840 0.68 -1.26 -0.58
H 0.1968 -1.6098 -0.6392 -0.17 0.29 0.06
H -0.8322 -0.6565 0.3558 -0.03 0.62 0.52
H 1.5244 0.7709 0.2936 0.03 -0.17 -0.36
H 0.3819 0.3534 2.2666 -0.49 -0.85 -0.12
H 2.0068 -0.0054 2.4958 0.53 -0.21 -0.53
H 1.0241 -1.4318 2.0871 -0.53 0.87 0.43
H -2.0757 -1.9177 3.3789 0.13 0.88 0.16
H -1.6200 -1.5354 4.8316 -0.08 0.26 -0.38
O -1.9240 -2.2521 4.2721 -0.12 -0.66 0.29
H -1.9485 1.5577 2.3558 -0.87 0.13 -0.69
H -3.4118 1.5963 0.1318 -0.26 -0.07 -0.57
O -1.6311 2.4822 2.2196 1.26 0.92 0.50
H 3.0402 1.9419 -1.3900 -0.76 0.21 0.87
H 3.6096 2.7717 -0.2690 -0.32 0.28 0.45
O 2.7741 2.3657 -0.5245 1.32 -0.41 -1.18
H 1.2454 -2.7440 -1.8478 0.11 0.18 0.25
H 2.8019 -2.6866 -1.9792 -0.80 0.01 0.22
O 1.9847 -3.0234 -2.3866 0.44 -0.42 -0.75
H 0.6577 3.5797 1.1852 0.38 0.62 1.37
H 1.0264 3.8020 -0.0843 1.13 1.04 -0.61
O 1.2798 4.2080 0.7641 -1.69 -1.22 -0.32
H 3.8468 -2.4126 0.2296 0.14 0.02 -0.02
H 2.6753 -1.3840 0.0397 0.09 0.19 -0.32
O 3.4657 -1.8150 -0.4190 -0.24 0.14 0.68
H 2.0465 1.1529 -3.3040 -0.41 1.30 -0.02
H 1.0202 2.3237 -3.3072 0.01 -0.09 0.11
O 1.9658 2.1373 -3.3479 0.05 -0.62 -0.60
H -3.9734 -1.9174 0.6275 0.11 0.03 -0.20
H -2.6847 -1.2074 0.9956 -0.31 -0.75 0.18
O -3.0252 -2.0858 0.6798 -0.25 0.60 -0.34
H -3.6806 -0.0676 2.6767 0.26 0.02 0.42
H -1.9812 3.0055 1.4909 -0.39 -0.89 0.20
O -2.7854 0.0669 2.3411 -0.18 -0.01 -0.08
H -3.2128 0.4551 1.1584 0.10 -0.33 -1.29
H -1.1927 -1.5570 -3.8525 0.05 0.23 0.16
O -3.4735 0.6350 0.0336 0.21 0.72 1.61
H 3.3991 -0.3528 -1.4017 0.06 0.68 -1.49
H 3.7971 0.2028 -2.8804 0.20 -0.40 0.36
O 3.1677 0.2748 -2.1545 0.62 -0.92 0.92
H -2.1546 -3.6605 2.8303 0.51 -0.63 -0.09
H -2.4439 -3.4624 1.3822 0.86 -0.43 0.24
O -1.8448 -3.9965 1.9726 -0.91 0.36 0.07
```
Forces are in eV/Å.

Its charge is -1. The value obtained for the HOMO energy is -6.173 eV. For the lowest unoccupied orbital energy, the calculation gives 2.360 eV. The value obtained for the HOMO-LUMO gap is 8.5 eV. The energy above the lowest of the compared OMol25 structures with the same formula, charge and spin comes out at 3.655 eV.

***

Entry 2:
This record from OMol25 describes a single C6H13O5PS2 molecule. The level of theory is ωB97M-V/def2-TZVPD.

```
27
Properties=species:S:1:pos:R:3:forces:R:3
O -3.3170 1.3659 2.5705 -0.85 -1.22 2.37
S -2.8316 1.7738 1.3397 1.02 -0.54 -0.97
O -3.0014 3.0988 0.9696 -0.33 2.21 -1.03
O -3.3123 0.7816 0.2156 0.04 0.09 -0.31
C -2.2422 0.1176 -0.4513 -0.36 -0.35 -0.21
C -0.9117 0.6275 0.1056 0.02 -0.91 0.74
C -0.1109 -0.5648 0.6682 0.31 0.74 -0.22
C 1.3433 -0.2627 1.0382 0.15 -0.79 -0.11
C 2.4185 -1.1281 0.3471 -0.10 0.89 -0.23
C 2.1685 -1.5488 -1.0934 -0.13 -1.04 0.29
O 1.9898 -2.9704 -1.1955 -0.42 -0.06 -0.07
P -0.0594 1.7471 -1.0974 -0.71 1.08 -0.72
S -1.2603 2.8454 -2.1580 0.17 -0.28 0.12
O -1.2773 1.3988 1.2545 0.31 0.36 -0.03
H -2.3557 -0.9362 -0.2365 0.01 -0.30 0.07
H -2.3355 0.2750 -1.5157 -0.10 0.21 -0.30
H -0.6473 -0.8035 1.5702 -0.35 -0.29 0.33
H -0.2046 -1.4280 0.0222 0.05 -0.14 -0.37
H 1.4417 -0.4545 2.0938 0.11 0.15 0.47
H 1.5881 0.7811 0.9131 -0.07 0.39 -0.12
H 2.6316 -2.0039 0.9321 -0.04 -0.54 0.15
H 3.3288 -0.5434 0.3575 0.37 0.13 0.13
H 1.3041 -1.0671 -1.5268 -0.17 0.35 -0.19
H 3.0305 -1.3370 -1.7027 0.28 0.22 -0.29
H 1.0460 -3.1830 -1.2325 0.39 0.10 0.04
H 0.7572 0.9085 -1.8657 0.21 -0.20 0.25
H 0.8191 2.5103 -0.3222 0.20 -0.29 0.20
```
Forces are in eV/Å.

Its structure (SMILES) is O=S1(=O)OC[C@@](CCCCO)([PH2]=S)O1. The value obtained for the HOMO energy is -9.261 eV. For the lowest unoccupied orbital energy, the calculation gives 0.161 eV. The value obtained for the HOMO-LUMO gap is 9.4 eV. The energy above the lowest of the compared OMol25 structures with the same formula, charge and spin comes out at 1.043 eV.

***

Entry 3:
This record from OMol25 describes a molecular structure, C25H37N11O5SSbSr. The level of theory is ωB97M-V/def2-TZVPD.

```
81
Properties=species:S:1:pos:R:3:forces:R:3
Sr -0.8636 0.4322 -0.1595 0.02 -1.02 -0.34
O -2.7608 1.0459 1.0359 -0.79 0.66 0.26
N -3.1858 2.1651 0.5512 -0.12 -0.46 0.16
C -4.4786 2.3870 0.6689 0.61 -0.20 0.06
C -4.9971 3.6076 0.1640 -0.05 0.23 -0.11
N -5.4061 4.5995 -0.2485 -0.07 0.08 -0.03
C -5.3368 1.4121 1.2505 -0.06 -0.07 0.04
N -6.0134 0.5925 1.6892 -0.15 -0.10 -0.01
C -1.6139 5.6698 -1.0104 -0.12 0.06 0.11
C -0.3500 5.0623 -1.5927 0.14 0.12 -0.07
C -0.5739 4.6529 -3.0412 0.02 -0.15 -0.10
Sb 0.2753 3.3558 -0.4201 0.17 0.56 -0.20
C 2.3580 3.3173 -0.9607 0.15 -0.03 0.08
C 2.9863 4.6887 -1.1470 -0.02 0.13 0.03
C 2.5890 2.4436 -2.1840 -0.02 -0.07 -0.09
C 0.4034 4.3934 1.4692 -0.03 0.21 -0.01
C 1.6425 4.0303 2.2666 0.09 -0.09 0.03
C -0.8490 4.1354 2.2981 -0.09 -0.03 -0.02
H -1.9571 6.5134 -1.6145 0.01 0.06 -0.03
H -1.4742 6.0308 0.0088 0.02 0.03 0.03
H -2.4285 4.9460 -0.9887 -0.09 -0.08 0.01
H 0.4607 5.7972 -1.5527 -0.04 -0.02 0.05
H -1.3381 3.8721 -3.1139 0.01 0.02 0.01
H 0.3347 4.2670 -3.5080 0.02 0.00 -0.01
H -0.9222 5.4955 -3.6439 -0.01 0.07 -0.01
H 2.8066 2.8202 -0.0963 -0.01 0.00 0.00
H 2.6137 5.1778 -2.0510 -0.01 -0.02 0.00
H 4.0716 4.6039 -1.2507 0.04 -0.01 -0.01
H 2.7860 5.3585 -0.3083 0.01 0.00 0.02
H 2.1630 2.8950 -3.0834 -0.03 0.00 -0.02
H 2.1515 1.4519 -2.0609 -0.01 -0.06 0.01
H 3.6574 2.3057 -2.3707 0.05 0.00 0.00
H 0.4411 5.4542 1.1881 0.01 -0.09 0.04
H 1.6354 2.9709 2.5209 -0.03 0.02 -0.02
H 1.6649 4.6002 3.2000 0.00 0.03 0.03
H 2.5691 4.2368 1.7314 0.04 0.02 -0.02
H -0.9436 3.0737 2.5363 0.01 -0.02 0.01
H -1.7607 4.4365 1.7823 -0.05 0.01 -0.02
H -0.7979 4.6829 3.2436 0.00 0.02 0.01
O 2.1033 -9.7200 2.6709 -0.03 0.06 -0.05
S 0.8407 -9.1585 2.2288 -0.03 -0.09 0.11
O 0.2563 -8.1829 3.1267 0.05 0.00 -0.07
O -0.0975 -10.1145 1.6676 0.03 0.05 -0.02
C 1.3163 -8.1907 0.7548 -0.05 -0.05 0.15
N 1.9805 -8.8351 -0.2060 0.10 -0.16 -0.04
C 2.3240 -8.1321 -1.2671 0.01 0.10 -0.11
C 2.0051 -6.7877 -1.4248 -0.10 -0.03 0.20
C 1.2925 -6.2200 -0.3791 0.02 -0.02 -0.05
N 0.9651 -6.9150 0.7074 -0.04 0.15 -0.07
C 0.8351 -4.8037 -0.3753 0.02 0.02 0.02
C 0.7217 -4.0433 -1.5368 -0.04 0.06 0.08
C 0.2539 -2.7453 -1.4433 0.02 -0.11 -0.09
N -0.0901 -2.1664 -0.2927 0.08 0.17 -0.08
C 0.0366 -2.8920 0.8182 -0.02 -0.20 0.16
C 0.4754 -4.2053 0.8294 -0.02 0.11 -0.10
H 2.8809 -8.6571 -2.0371 0.01 -0.02 -0.02
H 2.3119 -6.2367 -2.3012 0.00 0.03 -0.02
H 0.9631 -4.4530 -2.5072 0.01 -0.02 -0.01
H 0.1327 -2.1488 -2.3419 0.01 0.02 -0.01
H -0.2399 -2.4059 1.7480 0.01 0.01 -0.02
H 0.5303 -4.7755 1.7455 0.01 -0.03 0.02
N -6.3012 -1.5450 -0.5959 0.13 0.16 0.39
N -4.9397 -1.7654 -0.7754 0.02 0.18 -0.17
N -4.4108 -2.9594 -0.7084 0.07 -0.14 0.09
C -3.1436 -2.6933 -0.9924 0.08 -0.17 -0.07
N -2.9371 -1.3952 -1.2319 -0.13 0.24 0.14
N -4.1181 -0.8129 -1.0940 -0.12 0.09 -0.01
H -6.6287 -2.3569 -0.0764 0.01 0.02 -0.15
H -6.3682 -0.7446 0.0440 -0.05 -0.09 -0.14
H -2.3788 -3.4455 -1.0263 0.05 -0.08 0.02
C 2.9617 0.6805 2.4452 0.08 -0.05 0.05
C 2.0939 -0.0600 1.4305 0.05 0.06 0.10
C 2.9639 -0.5340 0.2667 0.07 0.01 -0.01
O 1.0364 0.7253 0.9895 0.07 0.01 -0.05
H 3.8128 0.0715 2.7574 0.02 -0.04 0.03
H 2.3870 0.9414 3.3345 -0.05 0.01 0.00
H 3.3482 1.6050 2.0082 0.01 -0.03 -0.04
H 1.7042 -0.9596 1.9421 0.09 -0.03 -0.01
H 3.4580 0.3217 -0.1993 0.01 0.07 -0.02
H 2.3663 -1.0347 -0.4957 -0.07 -0.02 0.00
H 3.7371 -1.2311 0.5949 0.03 -0.03 0.04
```
Forces are in eV/Å.

Its charge is -1. The value obtained for the HOMO energy is -5.615 eV. For the lowest unoccupied orbital energy, the calculation gives 1.328 eV. The value obtained for the HOMO-LUMO gap is 6.9 eV. The energy above the lowest of the compared OMol25 structures with the same formula, charge and spin comes out at 0.515 eV.

***

Entry 4:
This record from OMol25 describes a molecular structure, C5H8I2. The level of theory is ωB97M-V/def2-TZVPD.

```
15
Properties=species:S:1:pos:R:3:forces:R:3
C 0.0520 0.4677 1.2366 0.08 1.09 0.95
C -0.4616 0.6602 -0.1758 -0.96 -1.07 1.29
C 0.1055 -0.6238 0.2729 2.55 1.60 -0.30
C 0.2721 1.6023 -1.0126 1.32 2.59 1.90
C -0.3775 -1.9537 0.1561 -2.36 -1.07 -3.95
I -2.6562 0.5165 -0.2738 0.86 0.42 -0.38
I 2.7509 -0.8394 -0.3031 -1.86 -0.01 0.27
H 0.9096 1.1249 1.3832 0.16 -0.58 -0.03
H -0.5453 0.4966 2.1431 -0.38 -0.49 -0.27
H 1.3692 1.6575 -0.7191 -1.37 -0.41 -0.25
H -0.0887 2.6444 -0.8835 -0.08 -0.62 -0.21
H 0.2199 1.3142 -1.9885 -0.10 -0.54 -2.89
H -1.5000 -2.0929 0.2559 1.18 0.65 -0.24
H 0.0173 -2.6190 0.7889 1.77 -2.24 2.75
H -0.0673 -2.3554 -0.8803 -0.81 0.67 1.36
```
Forces are in eV/Å.

The value obtained for the HOMO energy (spin up / spin down) is -9.047 / -9.047 eV. For the lowest unoccupied orbital energy (spin up / spin down), the calculation gives -1.511 / -1.511 eV. The value obtained for the HOMO-LUMO gap (spin up / spin down) is 7.5 / 7.5 eV. The energy above the lowest of the compared OMol25 structures with the same formula, charge and spin comes out at 1.421 eV.